Entry 1:
Here is 3 unconnected molecules or ions with the total composition C33H54F4N5O11P2 in a non-equilibrium geometry from the Open Molecules 2025 dataset. Energies are from wB97M-V/def2-TZVPD.

Geometry as ORCA input:
```
! wB97M-V def2-TZVPD RIJCOSX def2/J DEFGRID3
* xyz 1 1
P 0.706 0.439 -1.151
P -0.562 -3.119 -1.311
F 3.357 -5.653 -0.412
F 4.907 -3.555 2.622
F 4.902 -4.691 -1.540
F 3.851 -6.364 -2.369
O -2.588 3.683 -1.199
O -6.378 -0.465 -1.813
O -7.308 -1.304 -3.683
O -0.385 1.513 -0.740
O -7.764 0.781 -3.071
O 2.790 -4.502 -2.232
O 0.993 5.905 0.037
O -1.673 -2.048 -1.787
O 2.095 1.257 -1.319
O -4.755 4.195 -1.219
O -3.223 5.804 -1.617
N -0.327 -3.882 3.215
N 2.849 -1.474 1.367
N 0.741 -2.202 -0.543
N -1.492 -3.752 -0.010
N 0.365 -0.219 -2.525
C -0.768 -3.335 4.338
C -4.683 2.746 -1.234
C 2.199 1.902 2.078
C 1.843 2.964 1.030
C 4.512 0.465 0.616
C 1.994 4.370 1.635
C 2.209 5.465 0.602
C 1.454 0.557 2.229
C 1.910 -3.071 -0.419
C 3.697 -0.791 0.319
C -1.967 -0.713 0.935
C 3.579 -1.580 2.675
C -3.293 2.542 -0.690
C -9.508 1.443 -4.644
C -0.614 -2.002 4.661
C 2.780 -2.880 0.824
C 5.701 -1.767 3.942
C 0.583 5.247 -1.153
C 5.825 0.427 -0.179
C 0.083 -1.200 3.780
C 2.720 -3.164 -1.743
C -3.504 4.678 -1.372
C 0.336 -3.074 2.394
C 1.441 -0.858 1.565
C -8.247 0.649 -4.428
C 0.597 -0.969 0.194
C 0.627 -1.726 2.608
C 3.711 -5.287 -1.656
C -0.803 -0.785 0.617
C 4.979 -2.167 2.647
C -5.787 2.110 -0.440
C -7.082 -0.343 -2.766
C -8.386 -0.854 -4.524
H 1.058 -0.076 -3.247
H -0.383 4.766 -0.983
H 2.572 2.936 0.223
H 2.918 5.125 -0.160
H -5.668 2.319 0.626
H -4.740 2.430 -2.280
H 0.828 2.864 0.659
H 1.176 4.609 2.314
H -3.033 -0.722 0.931
H 4.741 0.631 1.664
H 5.596 -1.815 1.822
H 4.477 -1.497 0.041
H 3.143 -0.712 -0.609
H 3.673 -0.590 3.111
H 2.536 -3.567 1.624
H 0.403 0.835 2.279
H 6.144 -2.651 4.390
H 2.988 -2.163 3.378
H 2.648 6.326 1.106
H 5.000 -1.379 4.682
H -9.770 1.455 -5.702
H -1.080 -4.645 0.251
H -2.823 1.624 -1.032
H 2.898 4.338 2.258
H 1.308 4.497 -1.481
H 0.178 -0.165 4.057
H 1.891 2.407 3.002
H -8.270 -1.243 -5.531
H 1.789 0.293 3.229
H -9.325 -1.214 -4.098
H -3.267 2.580 0.402
H -5.786 1.028 -0.611
H 2.668 0.828 -1.961
H 5.590 0.502 -1.243
H 6.355 -0.514 -0.027
H 0.455 5.991 -1.938
H -10.340 1.017 -4.082
H -1.283 -3.989 5.029
H 6.448 -0.997 3.769
H 3.712 -2.724 -1.667
H 1.535 -4.091 -0.292
H -0.147 2.348 -1.181
H 6.454 1.271 0.083
H 3.974 1.336 0.254
H -9.374 2.469 -4.306
H -6.756 2.506 -0.741
H 3.274 1.899 2.224
H 3.775 -3.212 0.547
H 0.618 -3.551 1.480
H -7.455 1.006 -5.092
H -1.515 -1.876 -2.725
H 2.147 -2.616 -2.486
H -1.022 -1.602 5.576
H -2.393 -3.987 -0.422
*
```

Summary:
* highest occupied orbital energy: -10.81 eV
* gap between HOMO and LUMO: 0.31314 Ha
* lowest unoccupied orbital energy: -2.292 eV
* DFT total energy: -3473.15919 Ha

Entry 2:
Here is 3 unconnected molecules or ions with the total composition C33H54IN3O4P2S in a non-equilibrium geometry from the Open Molecules 2025 dataset. Energies are from wB97M-V/def2-TZVPD.

Geometry as ORCA input:
```
! wB97M-V def2-TZVPD RIJCOSX def2/J DEFGRID3
* xyz 0 1
I 2.068 3.498 2.964
S -7.084 0.636 -0.283
P -5.534 -0.118 -1.186
P -4.985 -1.511 1.873
O -2.628 6.295 -3.251
O 2.984 -4.396 -1.539
O -5.356 -2.609 0.856
O -0.945 -7.850 -0.239
N -3.150 1.407 -0.864
N 3.225 6.498 -1.329
N -2.671 0.138 2.020
C -1.044 2.822 -0.468
C -2.500 -8.966 1.304
C 3.555 5.134 -1.056
C 1.139 4.431 -0.213
C -3.975 0.440 -0.217
C -2.643 -6.621 -1.524
C -4.347 7.475 -4.555
C 5.834 -0.409 -0.440
C 2.628 4.020 -0.510
C -1.786 -7.869 -1.384
C -4.163 5.219 -1.661
C -3.765 -0.217 1.177
C 2.454 -5.102 -0.363
C 0.374 2.728 1.790
C -2.073 1.725 0.038
C -1.817 1.147 1.452
C 3.282 -3.053 -1.038
C -0.601 1.633 2.348
C -0.438 1.015 3.809
C 4.541 -2.370 -1.789
C 0.990 0.319 4.102
C -3.481 6.237 -4.386
C 0.733 5.912 -0.541
C 1.739 -0.267 2.812
C 5.712 -0.383 2.267
C 1.856 6.829 -1.090
C 4.352 0.406 2.702
C 3.257 -0.651 3.300
C 0.156 3.327 0.357
C -1.593 -7.780 1.023
C 5.418 -1.215 0.920
C -3.266 6.400 -1.986
C 4.677 -0.789 -1.531
H -1.125 -7.939 -2.252
H 5.868 -1.172 3.103
H 4.997 -0.284 -2.509
H -1.248 0.272 4.110
H -5.080 7.565 -3.751
H 4.325 -2.500 -2.920
H -0.800 -7.761 1.776
H -6.109 -0.831 2.459
H 6.883 -0.689 -0.800
H 3.593 -3.203 0.069
H 4.269 -1.325 0.855
H -3.814 7.345 -1.912
H 4.626 1.166 3.527
H -3.176 -6.630 -2.478
H -1.214 3.293 -1.501
H -4.533 5.291 -0.635
H -3.619 4.278 -1.775
H 1.613 1.041 4.733
H 3.319 -0.540 4.440
H 1.273 -1.221 2.381
H -5.574 -1.534 -1.390
H 1.809 -4.417 0.304
H -2.828 6.144 -5.258
H 3.966 0.981 1.791
H 2.365 -2.355 -1.044
H 5.764 0.714 -0.157
H -2.024 -5.721 -1.477
H 5.946 -2.228 0.885
H 1.796 -5.995 -0.671
H -0.526 1.900 4.552
H 0.771 -0.588 4.791
H 3.348 -5.423 0.285
H -2.137 -6.835 1.121
H 2.973 2.935 -0.322
H -5.029 5.179 -2.327
H -2.466 6.446 -1.241
H -3.360 -8.981 0.630
H -4.889 7.434 -5.503
H -5.475 0.482 -2.505
H -2.402 -8.773 -1.390
H 6.626 0.303 2.212
H -0.354 6.214 -0.358
H 3.538 -1.691 2.917
H 3.699 -0.348 -1.094
H -3.732 8.380 -4.542
H -1.960 -9.906 1.166
H 4.653 4.829 -1.243
H 1.543 7.914 -1.334
H 1.875 0.472 1.953
H -2.879 -8.922 2.328
H 5.534 -2.890 -1.538
H -4.092 5.330 -4.358
H -3.385 -6.552 -0.725
H -4.270 -2.172 2.952
*
```

Summary:
* structure (SMILES): COCCCCCCCCCCCc1c(I)c(-c2ccncc2)cc2nc([PH2]=S)c([PH2]=O)nc12.CCOCC.CCOCC
* highest occupied orbital energy: -8.80 eV
* gap between HOMO and LUMO: 0.25809 Ha
* lowest unoccupied orbital energy: -1.780 eV
* DFT total energy: -3133.16811 Ha

Entry 3:
Here is 24 unconnected molecules or ions with the total composition C33H55Cl46NO4 in a non-equilibrium geometry from the Open Molecules 2025 dataset. Energies are from wB97M-V/def2-TZVPD.

Geometry as ORCA input:
```
! wB97M-V def2-TZVPD RIJCOSX def2/J DEFGRID3
* xyz 0 1
Cl -3.556 2.866 -12.410
Cl 3.974 -8.143 9.149
Cl -0.521 0.814 -5.464
Cl -3.058 -5.737 4.849
Cl -8.055 -0.899 5.298
Cl 5.377 8.706 -4.787
Cl -6.368 -1.449 9.507
Cl 5.473 5.163 -7.869
Cl -1.406 3.099 -8.062
Cl -4.665 10.808 -7.607
Cl -5.549 -1.542 -0.799
Cl 2.595 -1.411 -5.879
Cl 7.162 0.874 -2.797
Cl -1.914 -5.679 8.330
Cl -2.743 -0.609 -6.720
Cl 4.944 1.736 -6.000
Cl 2.010 7.513 -1.853
Cl 4.554 -6.969 11.763
Cl -1.767 -3.122 4.868
Cl -1.533 9.996 -3.125
Cl -10.825 -1.384 7.447
Cl 4.159 -6.668 0.798
Cl -5.461 -6.068 10.708
Cl -4.337 -2.259 7.563
Cl -6.224 -5.418 -2.136
Cl 0.371 -2.837 -7.133
Cl -9.668 -1.809 10.099
Cl 2.928 6.334 -7.025
Cl 5.246 -4.738 3.813
Cl -7.699 -4.237 11.138
Cl -3.473 -4.447 -1.950
Cl 1.299 -5.031 8.828
Cl -4.661 -2.091 1.938
Cl 6.659 -2.278 4.512
Cl 2.738 -9.221 0.720
Cl -2.465 12.246 -6.327
Cl 0.683 9.291 -4.899
Cl -3.345 -8.114 7.585
Cl 3.527 10.873 -5.453
Cl 8.347 3.546 -2.824
Cl 1.897 -3.433 6.444
Cl 2.435 3.172 -6.385
Cl -2.403 5.034 -13.994
Cl -5.708 0.834 5.014
Cl 3.300 10.013 -1.025
Cl -0.481 5.464 -9.513
O 2.139 -4.617 -1.081
O 1.887 -3.398 -2.922
O -1.026 -2.314 -0.810
O -0.385 -3.315 1.053
N 2.492 0.070 0.621
C 3.868 9.529 -4.357
C -5.212 -0.903 8.283
C 3.291 -7.424 10.612
C 3.458 -7.924 -0.236
C -4.651 -5.311 -2.941
C -1.970 -0.168 -5.195
C -6.845 -0.242 4.188
C 3.291 -1.458 -0.967
C 7.690 2.232 -3.804
C 2.107 -2.182 -0.878
C 3.570 2.012 -7.080
C 4.797 0.396 -0.316
C 2.019 -3.436 -1.730
C -3.060 -6.917 8.858
C -2.526 -4.370 3.864
C -2.831 4.477 -12.371
C 4.668 6.252 -6.726
C 7.134 -0.199 0.448
C -6.134 -4.790 11.733
C -0.310 10.602 -4.253
C -0.207 -2.534 0.113
C -0.570 4.650 -7.945
C 2.152 8.737 -0.585
C 5.543 -3.533 5.072
C 1.148 -2.395 -5.609
C -9.568 -2.209 8.380
C 1.101 -1.742 -0.005
C 5.829 -0.408 0.506
C -3.915 11.259 -6.075
C 1.060 -4.855 7.080
C 3.459 -0.328 -0.199
C -4.419 -2.445 0.218
C 1.339 -0.618 0.713
H 3.058 1.069 -7.240
H 7.797 -0.803 1.069
H 1.445 -5.738 6.583
H -6.257 -5.175 12.739
H 2.736 -6.536 10.332
H -5.445 -3.951 11.736
H 4.243 -8.341 -0.857
H -1.932 4.442 -11.764
H 3.937 2.400 -8.024
H 5.469 -1.207 1.159
H 0.438 4.478 -7.586
H -4.573 -3.502 0.060
H -6.291 -1.063 3.748
H 4.601 -3.069 5.344
H 0.596 -0.248 1.417
H 6.835 2.603 -4.360
H -4.498 -0.234 8.751
H -9.694 -3.280 8.264
H 1.178 9.184 -0.424
H 2.690 -7.475 -0.856
H -1.802 -4.723 3.136
H -4.284 -6.314 -3.125
H 0.334 11.302 -3.730
H 4.832 5.885 -5.719
H -4.626 11.831 -5.490
H -7.353 0.320 3.413
H 2.498 8.261 0.326
H 5.975 -4.027 5.935
H -3.543 5.171 -11.939
H 0.000 -4.749 6.880
H -3.401 -2.172 -0.052
H 5.085 7.242 -6.834
H -3.633 10.357 -5.542
H -2.673 0.403 -4.598
H -1.109 5.287 -7.251
H -4.774 -4.782 -3.879
H 4.718 1.437 0.012
H 2.633 -8.146 11.082
H -3.373 -3.933 3.351
H 3.946 9.912 -3.346
H -4.002 -6.435 9.111
H -2.655 -7.422 9.729
H 8.458 1.886 -4.487
H -5.753 -0.383 7.502
H -8.596 -1.907 8.007
H -0.813 11.100 -5.076
H 4.079 -1.782 -1.644
H 2.741 -4.516 -0.324
H 3.057 8.817 -4.416
H 2.627 0.889 1.201
H 7.602 0.556 -0.179
H 1.434 -3.297 -5.084
H 5.073 0.302 -1.370
H 0.449 -1.823 -5.010
H -1.688 -1.074 -4.669
*
```

Summary:
* highest occupied orbital energy: -8.90 eV
* gap between HOMO and LUMO: 0.26768 Ha
* lowest unoccupied orbital energy: -1.611 eV
* DFT total energy: -22814.85773 Ha

Entry 4:
Here is a molecular structure, C33H55Cl6O13Sr in a non-equilibrium geometry from the Open Molecules 2025 dataset. Energies are from wB97M-V/def2-TZVPD.

Geometry as ORCA input:
```
! wB97M-V def2-TZVPD RIJCOSX def2/J DEFGRID3
* xyz 1 1
Sr 7.893 13.227 9.428
Cl 6.481 18.240 14.620
Cl 9.040 17.595 16.857
Cl 10.178 19.237 10.367
Cl 6.907 18.932 9.946
Cl 12.987 15.593 15.818
Cl 12.767 15.061 19.148
O 7.973 11.196 17.295
O 14.668 13.259 10.322
O 13.007 7.082 13.303
O 9.148 14.261 11.381
O 12.453 8.019 11.333
O 6.565 9.003 11.098
O 15.865 13.753 12.130
O 12.674 17.857 7.100
O 8.488 13.296 17.281
O 10.106 11.843 9.031
O 10.411 9.576 9.115
O 14.541 18.653 8.245
O 7.407 10.945 10.293
C 8.149 16.419 15.864
C 15.254 18.438 9.471
C 13.348 16.882 9.190
C 7.234 10.330 16.456
C 8.585 7.951 11.764
C 10.044 14.060 12.400
C 12.018 9.166 13.501
C 13.049 7.347 14.704
C 7.767 16.914 14.477
C 11.425 10.642 7.282
C 11.233 9.169 7.029
C 7.079 7.772 11.593
C 7.234 12.485 15.448
C 13.446 17.813 8.049
C 14.980 13.075 11.601
C 13.862 11.177 10.786
C 10.260 12.562 12.741
C 11.973 8.423 14.799
C 11.447 14.629 12.009
C 11.755 14.598 16.630
C 11.070 8.511 8.388
C 11.435 15.297 17.971
C 10.574 10.814 8.506
C 8.727 9.455 11.811
C 7.512 9.931 10.992
C 9.271 17.697 10.293
C 13.830 12.272 9.764
C 12.490 8.070 12.567
C 7.910 17.903 10.952
C 14.239 11.835 12.171
C 7.938 12.405 16.777
C 14.369 17.438 10.228
C 6.485 11.160 15.408
H 13.767 17.803 11.060
H 12.069 9.113 15.637
H 7.423 16.940 11.108
H 12.843 6.444 15.279
H 14.920 11.221 12.761
H 12.781 12.565 9.794
H 9.293 12.114 12.970
H 9.853 16.979 10.871
H 9.028 7.552 12.677
H 13.653 15.868 8.930
H 12.441 10.972 7.502
H 11.137 9.591 13.021
H 12.253 13.632 16.710
H 10.857 14.536 16.015
H 9.717 14.597 13.290
H 11.809 13.887 11.298
H 8.798 9.956 12.776
H 6.928 6.937 10.910
H 10.883 12.399 13.620
H 9.645 9.652 11.257
H 13.312 12.025 12.712
H 11.096 11.281 6.463
H 10.432 7.630 8.331
H 7.282 16.027 16.394
H 6.408 9.900 17.023
H 10.668 11.936 11.949
H 10.498 14.957 18.412
H 11.008 7.925 14.891
H 9.245 17.261 9.294
H 5.431 11.179 15.686
H 7.362 16.181 13.778
H 12.327 16.894 9.573
H 14.628 10.444 10.533
H 12.795 9.929 13.462
H 11.987 8.721 6.383
H 8.089 18.259 11.967
H 8.825 15.576 15.717
H 16.293 18.113 9.426
H 6.509 10.767 14.392
H 9.069 7.604 10.851
H 13.976 7.729 15.132
H 12.878 10.715 10.877
H 12.070 14.705 12.900
H 15.050 16.670 10.595
H 6.546 13.328 15.523
H 11.469 15.618 11.552
H 15.370 19.332 10.083
H 11.289 16.370 17.844
H 12.097 8.340 8.711
H 6.663 7.446 12.546
H 10.276 8.872 6.599
H 7.999 12.616 14.683
H 8.665 17.308 14.001
H 14.101 11.948 8.759
H 7.795 9.515 15.998
*
```

Summary:
* highest occupied orbital energy: -11.10 eV
* gap between HOMO and LUMO: 0.25033 Ha
* lowest unoccupied orbital energy: -4.290 eV
* DFT total energy: -5060.23139 Ha

- Which of these has the lowest gap between HOMO and LUMO?
  C33H55Cl6O13Sr